# 1
C17H19F2O | ωB97M-V/def2-TZVPD

For the LUMO energy, the calculation gives -6.0 eV. The calculation puts the electronic energy at -933.83386 Ha. The net charge is +1. The calculation puts the highest occupied orbital energy at -0.44158 Ha. As for the HOMO-LUMO gap: 6.025 eV.

XYZ file:
```
39
Properties=species:S:1:pos:R:3:forces:R:3
F -2.695 3.768 -2.130 0.0782 -1.1843 0.6018
C -2.621 2.482 -1.651 -0.3774 0.4324 -0.7149
C -3.796 1.783 -1.411 0.3728 -0.2773 0.2416
C -3.694 0.460 -0.966 0.1290 -0.2214 -0.0264
C -2.450 -0.148 -0.799 0.1261 0.1139 -0.0757
C -1.292 0.564 -1.119 0.1565 0.6593 0.3670
C 0.048 -0.108 -0.904 -0.0430 0.6923 -4.9904
C 1.318 0.670 -1.213 -0.0634 0.1678 0.5202
C 2.413 -0.068 -1.650 0.0277 0.2384 -0.0381
C 3.648 0.557 -1.816 0.0652 -0.2877 0.0246
C 3.794 1.923 -1.561 0.2963 -0.2190 -0.0083
C 2.713 2.609 -1.037 -0.5045 0.6677 0.5499
F 2.846 3.945 -0.721 -0.0844 -1.4674 -0.2725
C 1.488 1.984 -0.766 0.8015 0.2755 -0.5168
C -1.372 1.893 -1.533 -0.1335 0.1882 -0.3286
H -4.761 2.240 -1.572 0.0073 0.1054 -0.0043
H -4.587 -0.134 -0.785 0.0872 0.2965 -0.0053
H -2.343 -1.183 -0.432 -0.2826 0.5614 -0.3677
H 0.043 -1.012 -1.558 0.0985 0.4141 -0.0137
H 2.271 -1.145 -1.782 0.2509 0.3427 -0.3591
H 4.502 -0.053 -2.123 -0.2278 0.4116 0.0139
H 4.756 2.423 -1.704 -0.4264 -0.1132 0.0246
H 0.708 2.517 -0.234 0.2068 0.0356 -0.1687
H -0.492 2.480 -1.809 -0.5780 -0.3311 0.0235
C -1.373 -1.361 2.581 -0.3528 1.0653 -0.9256
C -0.105 -2.024 2.255 -0.9603 -0.8898 1.2869
C 1.114 -1.625 2.960 0.7660 0.6513 -0.6491
C -0.104 -3.252 1.455 0.1674 0.1733 -1.3044
O 0.126 -0.487 0.354 0.5065 -2.0803 5.9885
H -2.103 -1.449 1.767 0.2208 -0.2234 0.2074
H -1.870 -1.730 3.480 0.3619 -0.3753 0.2467
H -1.210 -0.285 2.725 0.0445 -0.2479 0.1799
H 2.023 -1.927 2.439 -0.0280 -0.2563 -0.0186
H 1.179 -0.549 3.111 -0.2648 0.0927 0.1668
H 1.176 -2.085 3.955 -0.3989 -0.1484 -0.0292
H 0.853 -3.379 0.947 0.0947 -0.1080 0.1407
H -0.264 -4.173 2.028 -0.0303 0.2765 0.4660
H -0.879 -3.232 0.685 -0.0831 0.0195 0.2425
H 0.993 -0.888 0.532 -0.0266 0.5495 -0.4751
```
Forces are in eV/Å.



# 2
C3H3N3O2 | ωB97M-V/def2-TZVPD

For the LUMO energy, the calculation gives 6.6 eV. The calculation puts the electronic energy at -430.66632 Ha. The net charge is -2. The calculation puts the highest occupied orbital energy at 0.07365 Ha. The value obtained for the relative energy (zero: lowest compared OMol25 entry of this formula, charge and spin) is 0.000 eV. As for the HOMO-LUMO gap: 4.603 eV.

XYZ file:
```
11
Properties=species:S:1:pos:R:3:forces:R:3
C -0.647 0.586 -0.066 4.6956 0.5274 1.8172
C 1.354 1.146 -0.717 -0.8541 -1.3150 -0.0395
C -1.800 -0.376 0.257 -1.1302 -1.2886 1.8701
N 0.185 0.775 -1.186 0.1549 0.3363 -0.1973
N -1.344 -1.239 1.169 1.2014 1.3308 -1.0756
N 0.107 0.912 1.025 -2.2140 -0.9193 -0.0104
O -2.981 -0.256 -0.171 0.4694 0.5278 -0.6714
O 1.376 1.171 0.632 -0.3489 1.0861 -1.4507
H 3.424 -2.098 -1.275 0.2426 0.1160 -0.0884
H 2.334 1.261 -1.218 -1.0143 -0.1709 0.2085
H -2.006 -1.882 1.549 -1.2024 -0.2306 -0.3624
```
Forces are in eV/Å.